Here is a single C3H2FN molecule at a distorted geometry from OMol25. Energies are from ωB97M-V/def2-TZVPD.

Each line ends with the Mulliken charge.
Geometry (Å):
C1 1.28 -1.01 -0.07  -0.668
C2 0.32 -0.15 0.16  0.506
F1 0.95 1.21 -0.05  -0.279
C3 -1.04 -0.17 0.01  0.250
N1 -2.22 -0.03 -0.03  -0.364
H1 1.08 -2.05 -0.17  0.300
H2 2.42 -0.68 0.15  0.256

Results
* Kohn-Sham gap: 10.33 eV
* total charge: 0
* ΔE to the lowest compared entry with this formula, charge and spin: 32.42 kcal/mol
* DFT total energy: -270.045384 Eh
* SMILES: C=C(F)C#N
* E_HOMO: -10.89 eV